{"formula": "C4H6O2", "method": "ωB97M-V/def2-TZVPD", "species": ["C", "O", "C", "C", "C", "O", "H", "H", "H", "H", "H", "H"], "coordinates": [[0.573, 0.879, -1.861], [-0.056, -0.067, -0.998], [-1.004, 0.469, -0.265], [-0.793, -0.049, 1.129], [-0.081, -1.280, 1.510], [0.610, -0.062, 1.461], [1.522, 1.092, -1.362], [0.751, 0.453, -2.847], [-0.040, 1.784, -1.896], [-1.398, 0.459, 1.874], [0.161, -2.011, 0.739], [-0.245, -1.665, 2.516]], "lowdin_charge": [-0.06, -0.15, 0.03, -0.28, -0.12, -0.04, 0.10, 0.09, 0.08, 0.12, 0.12, 0.11], "multiplicity": 1, "homo_ev": -8.55, "e_above_lowest_kcal_mol": 117.7, "max_force_ha_per_bohr": 0.0099}